Entry 1:
This record from the Open Molecules 2025 dataset describes 2 unconnected molecules or ions with the total composition C2H11N3O at a distorted geometry. The level of theory is ωB97M-V with the def2-TZVPD basis set.

Computed properties:
Net charge ... 0
SMILES ... NCN.NCO
Kohn-Sham gap ... 9.7 eV
Spin multiplicity ... 1

Last column: natural (NBO) charge in e.
Element x y z (Å)
1 N -1.7291 0.8346 0.9217  -0.825
2 C -1.8802 -0.4001 0.1508  -0.057
3 N -2.1844 -0.2194 -1.2862  -0.841
4 H -2.6046 1.3474 0.9134  0.357
5 H -1.0704 1.4284 0.4260  0.338
6 H -2.7144 -0.9330 0.6033  0.181
7 H -0.9191 -0.9125 0.2506  0.158
8 H -2.0713 -1.1370 -1.7146  0.352
9 H -1.4121 0.2980 -1.7065  0.338
10 N 1.8243 -0.2753 1.1937  -0.898
11 C 1.8364 -0.1312 -0.2336  0.107
12 O 3.1288 -0.1459 -0.7221  -0.706
13 H 2.7219 -0.3498 1.6361  0.383
14 H 1.1204 0.1921 1.7368  0.382
15 H 1.1796 0.6619 -0.6157  0.129
16 H 1.3675 -1.0167 -0.6760  0.133
17 H 3.4066 0.7586 -0.8776  0.470

=====

Entry 2:
This record from the Open Molecules 2025 dataset describes a molecular structure, C2H11N4 at a distorted geometry. The level of theory is ωB97M-V with the def2-TZVPD basis set.

Computed properties:
Net charge ... +1
Kohn-Sham gap ... 5.2 eV
Spin multiplicity ... 1

Last column: natural (NBO) charge in e.
Element x y z (Å)
1 N 1.7751 0.9813 -0.7978  -0.761
2 C 0.6472 1.7113 -0.5109  0.499
3 N 0.7270 3.1700 -0.4248  -0.756
4 N -0.2006 1.1502 0.3455  -0.558
5 H 2.2598 0.8891 0.0983  0.434
6 H 2.4155 1.4766 -1.4080  0.411
7 H 0.2201 3.5991 -1.2072  0.409
8 H 0.1397 3.3968 0.3769  0.399
9 H -1.2086 1.0135 0.3786  0.469
10 H -0.4182 1.1248 -0.9089  0.450
11 C -1.0556 -2.2959 0.9991  -0.417
12 N -0.5919 -2.9185 -0.2280  -0.854
13 H -0.8403 -2.8847 1.8924  0.195
14 H -2.1200 -2.0620 1.0548  0.193
15 H -0.5612 -1.3266 1.1049  0.155
16 H 0.1133 -3.6125 -0.0290  0.365
17 H -1.3013 -3.4125 -0.7359  0.365

=====

Entry 3:
This record from the Open Molecules 2025 dataset describes a molecular structure, C2H11N5 at a distorted geometry. The level of theory is ωB97M-V with the def2-TZVPD basis set.

Computed properties:
Net charge ... +2
Kohn-Sham gap ... 10.2 eV
Spin multiplicity ... 1

Last column: natural (NBO) charge in e.
Element x y z (Å)
1 C -0.2991 -0.5349 0.4177  0.411
2 C 0.7669 0.1944 -0.1405  0.001
3 N -0.2289 -1.8426 0.8283  -0.792
4 N 0.5844 1.5574 -0.3562  -0.743
5 N -1.6221 0.0462 0.5177  -0.438
6 N 2.0653 -0.5273 -0.1436  -0.698
7 N -1.8205 1.0540 -0.4364  -0.613
8 H -1.0096 -2.4553 0.9316  0.448
9 H 0.7160 -2.3043 1.1394  0.425
10 H 0.6234 2.1863 0.4055  0.436
11 H 0.8575 1.8732 -1.2641  0.443
12 H -2.5152 -0.6043 0.5826  0.437
13 H 2.6881 -0.5148 0.7063  0.461
14 H 1.7065 -1.6026 -0.3151  0.475
15 H 2.6317 -0.3429 -0.9498  0.460
16 H -0.5679 1.4705 -0.5919  0.430
17 H -2.0930 0.5600 -1.2736  0.410
18 H -2.4836 1.7870 -0.0578  0.447

=====

Entry 4:
This record from the Open Molecules 2025 dataset describes 2 unconnected molecules or ions with the total composition C2H11N5O at a distorted geometry. The level of theory is ωB97M-V with the def2-TZVPD basis set.

Computed properties:
Net charge ... +2
Kohn-Sham gap ... 7.4 eV
Spin multiplicity ... 1

Last column: natural (NBO) charge in e.
Element x y z (Å)
1 C 1.0326 0.8942 -0.0057  -0.089
2 C 0.4353 2.8738 1.2981  0.564
3 N 0.1407 1.9046 0.4496  -0.514
4 N -0.2102 -1.0679 0.7713  -0.533
5 N -1.1331 -3.6759 -2.2684  -0.332
6 N 0.3435 -0.2876 -0.3019  -0.481
7 N -0.8816 -2.8598 -1.3730  -0.349
8 O -0.4302 3.8169 1.3948  -0.551
9 H 1.4747 1.2158 -0.8936  0.263
10 H 1.8776 0.7813 0.5983  0.215
11 H 1.4342 3.0606 1.7062  0.236
12 H -0.8499 1.7185 0.2019  0.457
13 H -1.1916 -0.7695 1.0345  0.434
14 H 0.3152 -0.9774 1.6848  0.437
15 H -1.3514 -4.7009 -2.0944  0.354
16 H -1.1346 -3.6416 -3.2947  0.373
17 H 0.4312 -0.9269 -1.1282  0.469
18 H -0.2311 -1.9750 0.3472  0.491
19 H -0.0712 4.6170 1.8733  0.557

=====

Entry 5:
This record from the Open Molecules 2025 dataset describes 3 unconnected molecules or ions with the total composition C2H11NO2 at a distorted geometry. The level of theory is ωB97M-V with the def2-TZVPD basis set.

Computed properties:
Net charge ... 0
SMILES ... CNC.O.O
Kohn-Sham gap ... 9.5 eV
Spin multiplicity ... 1

Last column: natural (NBO) charge in e.
Element x y z (Å)
1 C -0.6396 0.1414 1.6649  -0.428
2 N -1.1349 1.3436 0.9220  -0.611
3 C 0.0280 1.7047 0.0889  -0.441
4 H -1.4620 -0.4731 2.0481  0.198
5 H 0.0812 0.4690 2.4171  0.195
6 H -0.0186 -0.5308 1.0531  0.161
7 H -1.8598 1.0681 0.2702  0.352
8 H 0.1180 1.0348 -0.7973  0.184
9 H -0.0533 2.6961 -0.4138  0.195
10 H 1.0115 1.7535 0.5576  0.194
11 H -0.8650 -1.1512 -1.2343  0.469
12 H -1.0461 -1.8847 -2.5282  0.468
13 O -1.0611 -1.0010 -2.1629  -0.937
14 H 2.1732 -2.1916 0.0047  0.472
15 H 2.7561 -1.2840 -1.1106  0.476
16 O 1.9725 -1.6948 -0.7797  -0.947

=====

Entry 6:
This record from the Open Molecules 2025 dataset describes 3 unconnected molecules or ions with the total composition C2H11NO3 at a distorted geometry. The level of theory is ωB97M-V with the def2-TZVPD basis set.

Computed properties:
Net charge ... -1
Kohn-Sham gap (spin up / spin down) ... 2.7 / 9.9 eV
Spin multiplicity ... 2

Last column: Löwdin spin population.
Element x y z (Å)
1 C 1.2366 -0.3063 -0.2165  0.068
2 O 1.2819 -1.7227 -0.1955  0.007
3 C 1.1757 0.3537 1.1542  0.130
4 N 0.3786 1.5966 1.0748  0.106
5 H 2.1392 -0.0394 -0.7902  0.016
6 H 0.4060 0.0637 -0.8553  0.016
7 H 0.3724 -2.0034 -0.0196  0.005
8 H 0.6657 -0.3310 1.8114  0.017
9 H 2.2382 0.4451 1.5936  0.026
10 H 1.0470 2.1982 0.5813  0.101
11 H 0.2108 2.0774 1.9684  0.107
12 H -2.1418 -0.7206 -0.6335  0.021
13 H -1.8247 -1.8127 -1.6438  0.016
14 O -1.7641 -1.6163 -0.7031  0.057
15 H -2.0935 2.2373 -1.1255  0.063
16 H -1.0953 1.5929 -0.0378  0.027
17 O -1.6323 1.4370 -0.8463  0.217

=====

Entry 7:
This record from the Open Molecules 2025 dataset describes 3 unconnected molecules or ions with the total composition C2H11NO3 at a distorted geometry. The level of theory is ωB97M-V with the def2-TZVPD basis set.

Computed properties:
Net charge ... -1
Kohn-Sham gap (spin up / spin down) ... 2.1 / 9.6 eV
Spin multiplicity ... 2

Last column: Löwdin spin population.
Element x y z (Å)
1 C 2.5883 -1.1492 0.3959  0.056
2 N 1.5076 -0.2792 0.9718  0.018
3 C 0.5543 -0.9327 1.7835  0.155
4 O -0.8137 -0.9062 1.3263  0.141
5 H 3.5073 -1.1853 1.1302  0.008
6 H 3.1818 -0.4928 -0.3716  0.006
7 H 2.1598 -2.1681 0.0554  0.010
8 H 1.9579 0.3835 1.5375  0.012
9 H 0.8501 -1.9127 1.9173  0.018
10 H 0.6120 -0.4823 2.7436  0.020
11 H -1.4155 -1.4316 1.8266  0.057
12 H -3.2868 -1.2102 -0.4974  0.076
13 H -3.1197 -0.7951 -1.9065  0.071
14 O -2.6721 -1.4192 -1.2518  0.178
15 H -1.0931 4.5549 -3.1436  0.027
16 H -2.4502 4.7057 -3.7030  0.024
17 O -2.0682 4.7205 -2.8142  0.122

=====

Entry 8:
This record from the Open Molecules 2025 dataset describes 3 unconnected molecules or ions with the total composition C2H11NO3 at a distorted geometry. The level of theory is ωB97M-V with the def2-TZVPD basis set.

Computed properties:
Net charge ... 0
SMILES ... NCCO.O.O
Kohn-Sham gap ... 9.7 eV
Spin multiplicity ... 1

Last column: natural (NBO) charge in e.
Element x y z (Å)
1 C -1.5701 0.6683 -0.3131  -0.062
2 O -2.5689 1.5397 -0.8625  -0.723
3 C -0.5742 0.2062 -1.3966  -0.239
4 N 0.5450 -0.5214 -0.8959  -0.883
5 H -2.0322 -0.1949 0.1752  0.157
6 H -1.0685 1.2766 0.4466  0.156
7 H -2.5736 1.4126 -1.8174  0.459
8 H -0.2334 1.1143 -1.8904  0.175
9 H -1.2204 -0.3363 -2.0919  0.186
10 H 0.5831 -1.5130 -1.0239  0.392
11 H 1.2413 -0.0549 -0.3673  0.381
12 H 4.2144 -2.0723 -0.1309  0.470
13 H 3.2592 -1.1951 -0.9093  0.468
14 O 3.2976 -2.0224 -0.4165  -0.938
15 H -0.4879 0.1290 4.4948  0.471
16 H -0.7292 0.8719 3.1645  0.470
17 O -0.0821 0.6916 3.8346  -0.941